# 1
Entry from the Open Molecules 2025 dataset: a cluster of 2 separate species, C5H13NO in total (the ωB97M-V functional and the def2-TZVPD basis).

The geometry in XYZ format:
```
20
Properties=species:S:1:pos:R:3
C 1.26725 -1.47521 1.14041
C 0.49709 -0.60441 0.44545
C 0.34387 -0.84474 -1.03444
C -0.30348 0.17413 -1.94320
N -0.37589 0.37448 1.06339
C -1.75275 -0.11152 1.06617
H 1.32628 -1.31161 2.22434
H 2.04461 -2.10542 0.71542
H 1.41138 -0.90812 -1.41500
H -0.20537 -1.80148 -1.33423
H -0.25868 1.31471 -1.59792
H 0.18463 0.25166 -2.95145
H -1.40789 -0.06171 -1.90374
H -0.05635 0.24199 2.02984
H -1.83484 -1.32093 0.86212
H -2.24745 0.41594 0.20830
H -2.15919 -0.08286 2.06605
O 1.12781 2.74322 -0.18790
H 1.87451 2.98367 0.38269
H 0.52447 2.12821 0.16369
```

For the relative energy (zero: lowest compared OMol25 entry of this formula, charge and spin), the calculation gives 260.79 kJ/mol. The molar mass is 103.16 g/mol. The calculation puts the largest force on an atom at 3.62 eV/A. As for the SMILES: C=C(CC)NC.O. The calculation puts the orbital gap at 0.3655 hartree.

These are the Löwdin partial charges, in e, on atoms 1 to 5:
1 C 0.041
2 C -0.394
3 C -0.251
4 C -0.141
5 N -0.082


# 2
Entry from the Open Molecules 2025 dataset: a cluster of 2 separate species, C4H9O3 in total (the ωB97M-V functional and the def2-TZVPD basis).

The geometry in XYZ format:
```
16
Properties=species:S:1:pos:R:3
C 1.59351 -0.00048 0.54058
C 1.55141 0.99995 -0.55598
C 0.89521 -1.43021 0.20857
O 0.97655 -1.81447 -1.01351
O 0.77064 -2.19975 1.15182
H 2.59221 -0.12807 0.85751
H 1.10037 0.46438 1.44616
H 2.37341 1.72441 -0.39803
H 0.69221 1.53147 -0.62769
H 1.80457 0.32982 -1.44675
C -2.66344 -0.18724 0.04666
O -2.04558 1.09798 -0.44715
H -1.04982 1.23345 -0.15336
H -3.65383 0.06268 0.33018
H -2.04612 -0.64237 0.71615
H -2.89130 -1.04156 -0.65516
```

For the relative energy (zero: lowest compared OMol25 entry of this formula, charge and spin), the calculation gives 225.14 kJ/mol. The molar mass is 105.11 g/mol. The calculation puts the largest force on an atom at 4.88 eV/A. The calculation puts the orbital gap at 0.2875 hartree. Its charge is -1.

These are the Löwdin partial charges, in e, on atoms 1 to 5:
1 C -0.213
2 C -0.154
3 C -0.728
4 O -0.130
5 O -0.078